Formula: C3H3AgLiO3
Source: the Open Molecules 2025 dataset
Level of theory: the ωB97M-V functional and the def2-TZVPD basis

The energy above the lowest of the compared OMol25 structures with the same formula, charge and spin is 0.000 eV. The spin multiplicity is 2. Its charge is +2. For the total energy, the calculation gives -495.67923 hartree. As for the LUMO energy (alpha / beta): -8.51 / -8.50 eV.

```
11
Properties=species:S:1:pos:R:3:lowdin_spin:R:1
O -0.6698 -1.8438 0.0111 0.018
C 0.4725 -1.9384 -0.1885 0.004
C -1.6739 0.9186 0.1329 0.641
O 1.5636 -2.3651 -0.2788 0.001
O 0.5868 1.3610 -0.1841 0.120
C -0.5471 1.7973 0.1445 0.144
Li 2.5686 -4.0505 -0.5219 0.000
H -2.3564 0.9053 0.9839 0.032
H -1.9109 0.3956 -0.7947 0.027
H -0.7403 2.8815 0.2045 0.013
Ag 2.7069 1.9385 0.4911 0.001
```